334
Properties=species:S:1:pos:R:3:mulliken_charge:R:1 method="wB97M-V/def2-TZVPD" homo_ev=-15.9 lumo_ev=-9.5 charge=+7 gap_ev=6.31 e_above_lowest_kj_mol=213.1
C -3.70 -2.53 -4.55 -1.130
C -4.16 -3.76 -3.80 -0.119
C -2.93 -4.69 -3.65 -0.776
N -3.07 -5.67 -2.44 0.061
C -2.99 -4.81 -1.12 -0.598
C -2.99 -5.83 0.06 -0.466
C -1.82 -6.82 -0.07 -0.189
C -1.84 -7.59 -1.39 -1.021
C -1.82 -6.60 -2.54 -0.575
C -4.36 -6.46 -2.53 -0.988
H -4.52 -2.25 -5.18 0.477
H -2.87 -2.71 -5.27 0.305
H -3.36 -1.77 -3.85 0.054
H -4.93 -4.17 -4.41 0.403
H -4.45 -3.47 -2.83 0.209
H -2.00 -4.13 -3.48 0.400
H -2.80 -5.39 -4.50 0.384
H -2.10 -4.23 -1.26 0.323
H -3.86 -4.12 -1.02 0.165
H -2.88 -5.28 0.99 0.387
H -3.97 -6.27 0.06 0.390
H -0.90 -6.28 0.02 0.275
H -1.83 -7.61 0.65 0.151
H -1.02 -8.30 -1.50 0.520
H -2.68 -8.28 -1.42 0.311
H -0.90 -5.97 -2.58 0.373
H -1.82 -7.14 -3.47 0.478
H -4.38 -7.23 -1.74 0.470
H -4.28 -6.99 -3.49 0.378
H -5.25 -5.83 -2.54 0.292
C -8.35 1.70 -5.36 -1.517
C -7.11 1.52 -4.50 0.154
C -6.05 2.56 -4.83 -0.822
N -4.71 2.35 -4.10 0.641
C -3.77 3.33 -4.73 -0.726
C -2.45 3.34 -4.04 -0.542
C -2.59 3.59 -2.52 -0.381
C -3.58 2.64 -1.88 0.738
C -4.86 2.69 -2.60 -1.026
C -4.20 0.94 -4.23 -1.357
H -9.18 1.05 -5.19 0.433
H -8.10 1.55 -6.43 0.343
H -8.80 2.65 -5.19 0.367
H -6.75 0.52 -4.71 0.157
H -7.33 1.52 -3.43 0.166
H -6.47 3.54 -4.52 0.437
H -5.86 2.67 -5.88 0.473
H -4.20 4.34 -4.76 0.422
H -3.66 3.00 -5.74 0.462
H -1.86 4.20 -4.45 0.328
H -1.90 2.44 -4.20 0.312
H -2.98 4.60 -2.32 0.225
H -1.64 3.52 -2.03 0.065
H -3.82 2.79 -0.83 0.204
H -3.20 1.61 -1.87 -0.547
H -5.21 3.73 -2.57 0.363
H -5.58 2.05 -2.10 0.299
H -4.17 0.71 -5.30 0.413
H -4.78 0.21 -3.67 0.481
H -3.18 0.98 -3.80 0.278
C -0.15 -7.95 7.59 -1.440
C -0.90 -7.71 6.20 0.115
C -2.26 -8.38 6.16 -0.578
N -2.77 -8.49 4.75 0.035
C -4.18 -8.97 4.81 -0.513
C -5.11 -7.92 5.39 -0.902
C -5.02 -6.55 4.68 -0.664
C -3.53 -6.17 4.50 0.069
C -2.69 -7.24 3.91 -0.935
C -1.92 -9.54 4.03 -0.995
H 0.91 -7.76 7.45 0.388
H -0.26 -9.01 7.81 0.474
H -0.59 -7.35 8.42 0.308
H -0.22 -8.19 5.51 0.205
H -1.04 -6.65 5.93 0.022
H -2.98 -7.83 6.74 0.346
H -2.24 -9.42 6.50 0.416
H -4.26 -9.90 5.37 0.451
H -4.37 -9.20 3.75 0.425
H -4.98 -7.79 6.43 0.390
H -6.16 -8.28 5.31 0.481
H -5.45 -5.78 5.27 0.477
H -5.56 -6.57 3.70 0.304
H -3.20 -6.02 5.51 0.023
H -3.40 -5.27 3.87 0.180
H -1.69 -6.88 3.76 0.406
H -3.04 -7.52 2.89 0.200
H -2.44 -9.87 3.13 0.419
H -1.93 -10.43 4.66 0.381
H -0.89 -9.15 3.92 0.407
C -5.29 1.11 6.33 -1.472
C -4.94 0.20 5.17 0.549
C -6.14 0.16 4.25 -1.051
N -5.86 -0.26 2.83 0.878
C -5.12 0.66 1.90 1.565
C -5.90 1.93 1.59 -0.264
C -7.36 1.57 1.11 -0.526
C -8.11 0.64 2.04 -0.993
C -7.20 -0.56 2.21 -0.808
C -5.08 -1.57 2.74 -0.963
H -5.22 2.17 6.06 0.212
H -4.74 0.91 7.22 0.393
H -6.31 1.00 6.62 0.408
H -4.63 -0.80 5.49 0.262
H -4.11 0.63 4.61 -0.386
H -6.45 1.21 4.24 0.432
H -7.01 -0.39 4.68 0.404
H -4.18 0.90 2.44 -0.636
H -4.81 0.07 1.04 -1.023
H -5.85 2.56 2.44 0.512
H -5.36 2.35 0.76 -0.190
H -7.99 2.48 0.95 0.484
H -7.28 1.13 0.13 0.110
H -8.49 1.04 3.01 0.316
H -8.97 0.29 1.54 0.561
H -7.51 -1.40 2.75 0.742
H -6.97 -0.91 1.21 0.298
H -4.01 -1.33 3.02 0.137
H -5.13 -1.98 1.73 0.325
H -5.56 -2.30 3.39 0.508
C 10.27 5.67 6.09 -1.296
C 10.92 4.63 5.32 -0.032
C 10.25 3.28 5.59 -0.843
N 11.03 1.98 5.15 -0.058
C 11.58 2.12 3.76 -0.682
C 10.49 2.42 2.71 -0.330
C 9.56 1.30 2.48 -0.803
C 9.05 0.83 4.08 -0.761
C 10.09 0.79 5.19 -0.203
C 12.24 1.64 6.11 -0.923
H 10.70 6.64 6.15 0.466
H 9.62 5.32 6.89 0.334
H 9.33 6.35 5.08 0.195
H 12.06 4.44 5.93 0.176
H 11.38 4.86 4.29 0.298
H 9.24 3.16 5.11 0.215
H 10.17 3.21 6.65 0.542
H 12.29 2.95 3.69 0.398
H 12.14 1.17 3.53 0.516
H 9.89 3.32 2.72 0.260
H 11.13 2.50 1.65 0.319
H 8.69 1.45 1.84 0.410
H 9.84 0.18 2.22 0.287
H 8.41 1.81 4.12 0.197
H 8.35 -0.03 4.18 0.430
H 9.49 0.88 6.16 0.318
H 10.81 -0.09 5.11 0.373
H 12.94 2.48 6.14 0.406
H 12.73 0.71 5.77 0.431
H 11.81 1.37 7.12 0.360
C 4.56 0.97 7.86 -1.427
C 3.71 -0.31 7.89 -0.123
C 2.25 -0.08 7.61 -0.533
N 1.34 -1.33 7.86 0.282
C -0.03 -0.85 7.42 -0.613
C -1.09 -1.97 7.30 -0.622
C -0.64 -2.99 6.30 0.791
C 0.73 -3.52 6.64 -0.701
C 1.79 -2.39 6.83 -0.479
C 1.26 -1.76 9.25 -0.983
H 4.65 1.50 6.90 0.337
H 5.62 0.74 8.07 0.383
H 4.28 1.74 8.60 0.375
H 3.83 -0.82 8.86 0.261
H 4.08 -1.00 7.13 0.300
H 2.11 0.25 6.58 -0.030
H 1.94 0.69 8.25 0.659
H 0.05 -0.22 6.56 -0.050
H -0.42 -0.17 8.16 0.579
H -2.00 -1.51 6.91 0.155
H -1.32 -2.43 8.28 0.305
H -0.67 -2.62 5.27 -0.392
H -1.38 -3.79 6.28 -0.237
H 1.02 -4.30 5.92 0.477
H 0.68 -4.07 7.60 0.353
H 2.08 -1.81 5.93 0.223
H 2.71 -2.79 7.26 0.437
H 0.57 -2.51 9.59 0.331
H 1.15 -0.83 9.75 0.434
H 2.16 -2.17 9.62 0.422
C 2.80 9.42 -4.92 -1.485
C 2.45 8.58 -3.68 -0.266
C 3.11 7.23 -3.69 -0.670
N 2.72 6.33 -2.58 0.363
C 3.48 4.99 -2.81 -0.680
C 4.98 5.14 -2.66 -1.056
C 5.45 5.88 -1.42 -0.626
C 4.56 7.07 -1.13 -0.918
C 3.04 6.81 -1.17 -0.392
C 1.23 6.12 -2.53 -1.390
H 3.87 9.36 -5.09 0.378
H 2.53 10.45 -4.81 0.396
H 2.37 9.06 -5.84 0.382
H 1.38 8.51 -3.55 0.225
H 2.81 9.15 -2.80 0.332
H 4.18 7.29 -3.79 0.558
H 2.71 6.77 -4.60 0.134
H 3.05 4.59 -3.72 0.837
H 2.92 4.38 -2.11 0.018
H 5.45 5.57 -3.53 0.425
H 5.32 4.13 -2.67 0.530
H 6.43 6.21 -1.74 0.324
H 5.47 5.23 -0.55 0.344
H 4.80 7.84 -1.85 0.297
H 4.80 7.55 -0.20 0.529
H 2.39 7.67 -1.05 0.559
H 2.70 5.99 -0.49 0.342
H 0.96 5.29 -1.90 0.407
H 0.86 5.78 -3.52 0.424
H 0.72 7.02 -2.35 0.496
C 7.74 -0.75 -7.20 -1.460
C 6.66 0.05 -6.46 -0.203
C 5.39 0.11 -7.31 -0.730
N 4.30 1.10 -6.71 0.286
C 2.94 0.54 -7.12 -1.033
C 1.85 1.56 -6.82 -0.162
C 2.06 2.79 -7.62 -0.885
C 3.41 3.50 -7.48 -0.004
C 4.56 2.49 -7.48 -0.769
C 4.33 1.32 -5.20 -1.110
H 8.04 -0.21 -8.10 0.381
H 7.39 -1.75 -7.40 0.368
H 8.64 -0.79 -6.59 0.403
H 7.01 1.05 -6.23 0.369
H 6.46 -0.46 -5.48 0.272
H 4.83 -0.86 -7.38 0.520
H 5.49 0.38 -8.35 0.377
H 3.05 0.07 -8.08 0.544
H 2.78 -0.25 -6.42 0.512
H 0.88 1.15 -7.15 0.315
H 1.83 1.70 -5.75 0.105
H 1.80 2.60 -8.69 0.338
H 1.33 3.59 -7.43 0.450
H 3.56 4.30 -8.21 0.422
H 3.45 3.89 -6.48 -0.170
H 4.83 2.15 -8.47 0.431
H 5.47 2.90 -7.01 0.386
H 4.27 0.30 -4.75 0.293
H 3.50 1.95 -4.90 0.359
H 5.32 1.77 -5.05 0.404
C 0.24 -1.15 -2.21 -1.580
C -0.47 -0.54 -0.99 1.570
C 0.45 -0.61 0.16 -1.084
N -0.08 0.13 1.39 1.263
C -0.06 1.65 1.23 0.474
C 1.32 2.22 1.40 -0.474
C 1.88 1.88 2.75 -0.480
C 2.06 0.37 2.71 -0.814
C 0.73 -0.33 2.63 -0.336
C -1.51 -0.20 1.75 -1.157
H 1.09 -0.55 -2.52 0.367
H -0.42 -1.17 -3.09 0.303
H 0.57 -2.23 -2.06 0.295
H -1.35 -1.08 -0.68 0.012
H -0.72 0.50 -1.14 -0.763
H 1.37 -0.09 -0.17 0.319
H 0.71 -1.57 0.51 0.633
H -0.49 1.98 0.26 -0.618
H -0.75 1.92 2.02 0.226
H 2.02 1.91 0.63 0.040
H 1.13 3.27 1.25 0.491
H 2.92 2.22 2.83 0.434
H 1.26 2.29 3.53 -0.003
H 2.78 0.03 1.98 0.377
H 2.46 0.10 3.71 0.378
H 0.80 -1.45 2.67 0.393
H 0.20 -0.01 3.51 -0.195
H -2.12 0.06 0.93 0.538
H -1.77 0.31 2.69 0.010
H -1.54 -1.23 2.03 0.200
C 0.07 -1.38 -13.32 -1.186
C -0.94 -2.28 -13.82 -0.125
C -1.55 -3.05 -12.63 -0.585
N -2.10 -4.54 -12.92 -0.191
C -1.02 -5.54 -13.37 -0.437
C -0.09 -5.60 -12.16 -0.538
C -0.42 -6.61 -10.83 -0.970
C -1.50 -5.35 -10.69 -0.441
C -2.73 -5.14 -11.56 -0.531
C -3.27 -4.55 -13.98 -1.006
H 0.44 -0.60 -14.13 0.358
H 0.76 -1.88 -12.63 0.345
H -0.36 -0.40 -12.67 0.231
H -0.54 -3.03 -14.71 0.173
H -1.77 -1.79 -14.52 0.328
H -2.29 -2.44 -12.10 0.409
H -0.73 -3.23 -11.96 0.188
H -0.47 -5.26 -14.33 0.410
H -1.52 -6.45 -13.59 0.486
H 0.62 -4.77 -11.95 0.258
H 0.57 -6.59 -12.15 0.359
H 0.44 -6.58 -10.12 0.443
H -0.81 -7.60 -11.06 0.412
H -1.07 -4.62 -10.00 0.294
H -1.52 -6.24 -9.89 0.353
H -3.50 -4.48 -11.05 0.314
H -3.15 -6.06 -11.89 0.417
H -3.67 -5.53 -13.99 0.463
H -2.79 -4.29 -14.93 0.416
H -4.04 -3.83 -13.73 0.353
C -1.01 4.55 10.24 -1.369
C -1.74 5.34 9.13 -0.276
C -1.17 5.01 7.78 -0.756
N -1.96 5.57 6.64 0.224
C -0.99 5.39 5.43 -0.272
C -1.66 5.54 4.05 -1.209
C -2.98 4.82 3.90 0.493
C -3.85 4.99 5.11 -1.132
C -3.19 4.62 6.44 -0.488
C -2.30 7.04 6.86 -1.006
H 0.04 4.76 10.27 0.369
H -1.25 3.49 10.09 0.330
H -1.47 4.89 11.22 0.373
H -1.63 6.41 9.22 0.418
H -2.79 5.04 9.12 0.287
H -1.04 3.95 7.63 0.251
H -0.14 5.40 7.67 0.578
H -0.59 4.34 5.56 0.093
H -0.23 6.19 5.51 0.379
H -0.93 5.33 3.29 0.465
H -1.79 6.59 3.79 0.481
H -2.79 3.76 3.77 -0.487
H -3.43 5.15 2.95 0.486
H -4.69 4.32 5.09 0.548
H -4.19 6.01 5.16 0.303
H -2.87 3.55 6.50 0.268
H -3.89 4.79 7.24 0.458
H -2.86 7.38 6.00 0.403
H -1.32 7.52 7.02 0.358
H -2.98 7.13 7.69 0.377
Cl -1.17 -3.78 2.74 -0.722
Cl -4.35 -0.91 -1.07 -0.652
Cl 1.07 2.63 -2.31 -0.755
Cl -1.07 1.80 5.15 -0.841

41
Properties=species:S:1:pos:R:3:mulliken_charge:R:1 method="wB97M-V/def2-TZVPD" homo_ev=-8.0 lumo_ev=-0.5 gap_ev=7.52
N 3.46 -2.66 -3.42 -0.592
O -2.38 1.76 1.75 -0.678
Cl 1.27 2.71 6.77 -0.224
Br -0.89 -1.06 -2.87 -0.059
C 3.00 -2.22 -2.43 -0.727
N 1.88 -2.47 1.04 -0.758
S 0.16 -0.99 2.55 -0.237
C -1.44 1.34 2.42 0.587
C -0.51 0.43 1.75 0.431
C 0.01 0.59 0.52 -0.247
C 1.07 -1.40 1.12 -0.434
C 2.53 -2.70 -0.12 0.527
C 1.44 2.02 -4.45 -0.386
C -2.57 2.72 5.69 -0.406
C 2.54 2.11 -3.56 -0.832
C -1.40 2.82 6.42 -0.389
C 0.46 1.08 -4.27 -0.462
C -2.61 2.18 4.45 -0.617
C -0.19 1.85 4.56 -0.369
C 2.56 1.24 -2.46 0.042
C -0.20 2.39 5.86 -0.088
C 0.48 0.19 -3.16 0.520
C 2.39 -1.85 -1.21 0.951
C -1.42 1.72 3.84 0.387
C 0.91 -0.46 0.10 0.623
C 1.54 0.29 -2.23 -0.379
C 1.63 -0.67 -1.09 0.599
N -0.42 1.67 -0.24 -0.427
N 3.24 -3.84 -0.08 -0.448
H 1.40 2.68 -5.32 0.368
H -3.48 3.06 6.20 0.344
H 3.33 2.84 -3.68 0.397
H -1.46 3.27 7.40 0.405
H -0.32 1.05 -5.03 0.399
H -3.55 2.15 3.86 0.352
H 0.78 1.59 4.15 0.494
H 3.39 1.33 -1.74 0.401
H -1.34 2.00 0.04 0.246
H -0.26 1.57 -1.23 0.191
H 3.60 -4.22 -0.94 0.229
H 3.07 -4.41 0.74 0.265

37
Properties=species:S:1:pos:R:3:mulliken_charge:R:1 method="wB97M-V/def2-TZVPD" homo_ev=-13.2 lumo_ev=-7.0 charge=+1 gap_ev=6.15 e_above_lowest_kj_mol=34.5
Ce -0.24 0.97 0.19 1.188
O 1.05 0.37 -3.35 -0.600
C 0.51 -0.47 -2.61 0.796
O 0.57 -0.52 -1.34 -0.451
C -0.42 -1.49 -3.40 -0.493
O -1.55 -1.92 -2.65 -0.359
C -2.62 -0.92 -2.28 -0.644
C -2.19 -0.14 -1.09 0.934
O -2.00 -0.66 0.02 -0.537
O -2.00 1.10 -1.37 -0.494
H 0.99 1.49 -2.66 0.364
H 0.27 -2.35 -3.44 0.319
H -0.53 -1.08 -4.41 0.372
H -3.51 -1.51 -2.14 0.346
H -2.78 -0.23 -3.07 0.393
N -0.06 3.52 0.27 -0.418
N -0.53 3.87 -1.03 -0.114
C -0.07 3.17 -2.10 0.689
O -0.54 3.43 -3.20 -0.581
O 0.86 2.27 -1.75 -0.597
H -0.47 4.20 0.97 0.274
H 0.92 3.70 0.30 0.324
H -1.47 4.33 -1.16 0.273
O 1.13 -1.81 5.45 -0.490
C 1.51 -2.61 4.46 0.433
O 1.85 -3.78 4.68 -0.555
C 1.33 -2.13 3.10 0.130
C 1.89 -2.67 1.97 -0.388
N 1.64 -1.91 0.88 -0.052
N 1.02 -0.75 1.28 0.048
C 0.77 -0.86 2.61 0.087
C 0.11 0.32 3.17 0.848
O 0.26 0.55 4.40 -0.679
O -0.61 1.09 2.39 -0.462
H 0.62 -1.00 5.06 0.407
H 2.46 -3.55 1.92 0.585
H 1.81 -2.03 -0.10 0.103

17
Properties=species:S:1:pos:R:3:mulliken_charge:R:1 method="wB97M-V/def2-TZVPD" homo_ev=-4.2 lumo_ev=4.1 charge=-1 gap_ev=8.28 e_above_lowest_kj_mol=160.4
C 2.34 0.20 -0.28 -0.117
O 1.22 -0.20 0.45 -0.665
C 3.58 0.10 0.62 -1.129
H 2.25 1.26 -0.67 0.206
H 2.46 -0.45 -1.18 0.187
H 4.50 0.48 0.10 0.339
H 3.74 -0.94 0.96 0.267
H 3.45 0.71 1.52 0.270
C -2.05 0.65 0.41 -0.014
N -1.10 0.19 -0.43 -0.395
C -1.52 -0.98 -1.13 -0.798
O -3.25 0.22 0.48 -0.694
H -1.72 1.49 1.09 0.312
H 0.15 0.04 -0.01 0.465
H -2.53 -0.76 -1.58 0.283
H -1.65 -1.86 -0.46 0.234
H -0.80 -1.26 -1.93 0.248

11
Properties=species:S:1:pos:R:3:mulliken_charge:R:1 method="wB97M-V/def2-TZVPD" homo_ev=-10.2 lumo_ev=-0.2 gap_ev=10.00 e_above_lowest_kj_mol=164.8
C 2.01 -0.34 0.00 0.056
C -0.27 0.56 -0.01 0.036
C -2.24 -0.57 0.09 0.064
H 1.51 -1.36 -0.02 0.333
H 1.39 1.64 0.05 0.224
H -0.83 1.45 0.07 0.384
H -2.69 -1.55 0.21 0.406
N 1.09 0.69 0.03 -0.052
N -0.84 -0.61 -0.10 -0.491
O 3.19 -0.22 0.00 -0.469
O -2.95 0.39 -0.04 -0.491

19
Properties=species:S:1:pos:R:3:mulliken_charge:R:1 method="wB97M-V/def2-TZVPD" homo_ev=-9.0 lumo_ev=0.6 gap_ev=9.66 e_above_lowest_kj_mol=319.6
C -2.13 -1.01 -0.21 0.160
C -1.05 1.90 0.24 -0.462
C 0.20 2.02 1.05 -0.360
C -0.76 -1.21 -0.56 -0.511
C -0.64 1.32 -0.93 -0.451
C 1.20 1.64 0.28 -0.317
C 0.09 -1.57 0.41 0.232
C 1.50 -1.87 -0.02 -1.128
N -3.24 -0.93 0.11 -0.489
O 0.77 1.18 -0.95 -0.324
H -2.08 2.06 0.43 0.495
H 0.41 2.56 1.99 0.391
H -0.56 -1.31 -1.58 0.459
H -1.18 1.10 -1.78 0.671
H 2.33 1.74 0.55 0.348
H -0.30 -1.74 1.44 0.387
H 1.41 -2.33 -1.00 0.315
H 1.98 -2.64 0.48 0.430
H 2.05 -0.93 0.05 0.154

26
Properties=species:S:1:pos:R:3:lowdin_spin:R:1 method="wB97M-V/def2-TZVPD" homo_ev="-3.5 / -3.6" lumo_ev="2.0 / 2.0" charge=-1 gap_ev="5.52 / 5.63" e_above_lowest_kj_mol=22.6 spin_multiplicity=3
V 0.36 1.06 -0.96 1.924
S -0.53 2.08 1.29 -0.026
C 0.25 0.64 1.82 0.007
C 0.38 0.14 3.13 -0.002
C 0.97 -1.08 3.33 0.008
C 1.44 -1.82 2.24 -0.001
C 1.31 -1.27 0.99 0.005
N 0.75 -0.07 0.79 -0.009
H 0.00 0.74 3.95 -0.001
H 1.08 -1.47 4.34 0.001
H 1.91 -2.78 2.36 0.000
H 1.65 -1.76 0.09 0.000
Se 1.60 -0.58 -2.54 -0.015
Se 3.76 -0.65 -1.61 0.005
Te 4.28 1.79 -1.84 0.016
Se 2.28 2.67 -0.59 0.018
I -0.44 2.41 -3.61 -0.018
C -0.95 2.57 -1.52 -0.056
H -2.02 2.41 -1.46 0.000
H -0.68 3.58 -1.24 0.002
Cl -2.62 -3.32 -1.66 0.007
C -3.23 -1.70 -1.54 0.010
Cl -4.30 -1.50 -0.17 0.008
Cl -4.03 -1.20 -3.04 0.009
C -2.06 -0.79 -1.36 0.091
N -1.17 -0.10 -1.20 0.015

Calculated values (eV) of DFT total energy for the records, taken in order: -172636.3750; -123380.5736; -51955.4292; -9895.7835; -10250.5568; -11976.5366; -296900.0884.